Entry 1:
{
  "formula": "C28H55Br14N2O",
  "method": "wB97M-V/def2-TZVPD",
  "spin_multiplicity": 1,
  "charge": 1,
  "homo_ev": -10.85,
  "orbital_gap_ev": 7.6,
  "de_lowest_kcal_mol": 221.7,
  "max_force_ev_per_a": 6.61,
  "symbols": ["C", "O", "C", "C", "C", "C", "C", "C", "C", "C", "C", "C", "C", "C", "N", "C", "N", "H", "H", "H", "H", "H", "H", "H", "H", "H", "H", "H", "H", "H", "H", "H", "H", "H", "H", "H", "H", "H", "H", "H", "H", "H", "H", "H", "Br", "C", "C", "Br", "H", "H", "H", "H", "Br", "C", "C", "Br", "H", "H", "H", "H", "Br", "C", "C", "Br", "H", "H", "H", "H", "Br", "C", "C", "Br", "H", "H", "H", "H", "Br", "C", "C", "Br", "H", "H", "H", "H", "Br", "C", "C", "Br", "H", "H", "H", "H", "Br", "C", "C", "Br", "H", "H", "H", "H"],
  "coordinates": [[1.189, -3.635, 0.032], [2.071, -2.489, 0.328], [1.338, -1.386, 0.971], [0.536, -0.426, -0.091], [1.240, -0.310, -1.576], [0.083, 0.174, -2.677], [-0.881, 1.384, -2.114], [-2.431, 0.853, -1.927], [-3.079, 1.212, -0.440], [-4.732, 1.245, -0.689], [-5.558, 0.221, 0.290], [-6.330, -1.005, -0.484], [-5.373, -1.937, -1.433], [-4.936, -3.516, -1.366], [-3.981, -3.850, -2.503], [-3.774, -2.598, -3.326], [-4.621, -1.523, -2.679], [1.829, -4.460, -0.535], [0.285, -3.262, -0.644], [0.704, -4.078, 1.017], [2.135, -0.712, 1.534], [0.567, -1.733, 1.784], [0.535, 0.682, 0.351], [-0.603, -0.734, -0.200], [1.643, -1.356, -1.985], [2.093, 0.488, -1.647], [-0.498, -0.814, -2.962], [0.579, 0.549, -3.696], [-0.457, 1.946, -1.173], [-0.911, 2.202, -2.984], [-2.376, -0.331, -1.965], [-3.054, 1.286, -2.820], [-2.748, 0.347, 0.278], [-2.652, 2.260, -0.112], [-5.025, 1.109, -1.814], [-5.048, 2.360, -0.403], [-6.413, 0.868, 0.815], [-4.862, -0.142, 1.174], [-7.229, -0.592, -1.121], [-6.763, -1.715, 0.372], [-5.307, -4.291, -0.564], [-3.492, -4.750, -2.746], [-3.116, -2.407, -4.277], [-4.589, -0.582, -3.143], [-0.895, -2.127, -8.042], [-1.342, -4.022, -7.915], [-2.754, -4.218, -7.413], [-2.864, -3.931, -5.487], [-0.586, -4.487, -7.278], [-1.238, -4.407, -8.934], [-3.077, -5.251, -7.566], [-3.478, -3.543, -7.879], [4.015, 1.507, -0.028], [5.058, 0.547, 1.313], [6.539, 0.666, 1.040], [7.085, -0.512, -0.416], [4.698, -0.486, 1.317], [4.802, 1.021, 2.264], [7.118, 0.334, 1.906], [6.851, 1.677, 0.766], [-7.732, 3.523, -0.080], [-9.357, 3.829, 0.955], [-9.254, 3.208, 2.329], [-9.513, 1.277, 2.252], [-10.190, 3.441, 0.364], [-9.445, 4.917, 1.029], [-10.053, 3.576, 2.979], [-8.289, 3.382, 2.813], [7.007, 3.544, 2.800], [5.382, 3.851, 3.836], [5.485, 3.230, 5.210], [5.226, 1.298, 5.132], [4.549, 3.462, 3.244], [5.294, 4.938, 3.910], [4.686, 3.598, 5.860], [6.450, 3.403, 5.694], [-5.171, 7.132, 0.164], [-4.771, 6.804, -1.717], [-4.749, 5.324, -2.021], [-3.097, 4.500, -1.392], [-3.825, 7.307, -1.934], [-5.575, 7.299, -2.268], [-4.759, 5.152, -3.101], [-5.575, 4.774, -1.562], [4.586, -2.493, 4.611], [5.009, -3.434, 6.267], [5.851, -2.576, 7.183], [7.708, -2.520, 6.589], [5.493, -4.373, 5.986], [4.040, -3.652, 6.725], [5.887, -3.006, 8.188], [5.505, -1.541, 7.248], [10.018, -0.365, 2.683], [10.757, -1.383, 1.192], [10.968, -2.831, 1.570], [12.560, -3.046, 2.675], [11.675, -0.876, 0.883], [10.014, -1.297, 0.394], [11.155, -3.438, 0.680], [10.131, -3.260, 2.128]],
  "forces_ev_per_angstrom": [[-0.50, 0.10, -0.23], [-2.19, -0.31, 0.77], [0.00, 1.18, 0.18], [0.36, 0.78, -0.24], [-0.84, -0.02, -1.30], [0.79, -0.09, 0.01], [-0.39, 0.23, -1.53], [1.19, -0.34, 0.94], [-0.26, -0.33, -2.07], [0.32, 1.03, 1.37], [-0.45, 0.90, 0.26], [0.27, -0.60, 0.45], [3.06, -4.52, -2.35], [-0.11, 3.74, -1.25], [-1.70, 5.81, -0.13], [-3.65, 0.62, 5.47], [1.34, -4.13, 0.11], [-1.41, 1.94, 1.31], [1.83, -0.87, 1.15], [1.14, 0.83, -1.86], [-1.50, -1.58, -1.33], [1.49, 0.26, -1.49], [-0.07, -2.49, -0.74], [2.35, 0.43, 0.13], [-0.73, 2.32, 1.21], [-1.59, -1.79, 0.56], [0.68, 2.11, 0.60], [-0.84, -0.92, 2.34], [-0.85, -1.41, -1.75], [0.06, -1.65, 2.00], [-0.30, 2.48, -0.20], [0.94, -0.85, 1.80], [-0.75, 1.83, -1.18], [-1.11, -2.37, -0.39], [0.64, 0.17, 2.09], [0.50, -2.47, -0.70], [1.67, -1.62, -1.18], [-1.41, 0.44, -2.04], [1.91, -0.86, 1.17], [0.91, 1.37, -2.15], [1.07, 1.67, -2.05], [-0.95, 1.34, 0.61], [-1.44, 0.03, 2.58], [-0.16, -1.22, 1.04], [-0.02, -0.16, 0.13], [0.16, 0.23, -0.21], [0.11, -0.50, -0.34], [0.42, -1.16, -1.85], [-0.26, 0.07, -0.12], [-0.13, 0.01, 0.22], [0.08, 0.17, 0.05], [0.24, -0.09, 0.20], [0.06, 0.03, 0.11], [-0.01, 0.17, 0.17], [0.14, -0.17, 0.07], [0.00, 0.04, -0.03], [0.16, 0.19, -0.07], [0.16, -0.10, -0.17], [-0.15, 0.07, -0.11], [-0.21, -0.38, 0.03], [-0.10, -0.11, -0.02], [0.01, 0.28, 0.01], [-0.17, -0.07, 0.13], [0.13, 0.05, 0.00], [0.22, 0.02, 0.21], [0.04, -0.21, 0.04], [0.13, -0.02, -0.18], [-0.22, 0.00, -0.21], [-0.13, 0.09, 0.14], [0.15, 0.25, -0.05], [-0.20, -0.06, 0.16], [0.10, 0.01, 0.03], [0.17, 0.04, 0.20], [0.00, -0.21, 0.05], [0.13, -0.02, -0.17], [-0.21, -0.01, -0.23], [0.11, -0.02, -0.11], [-0.26, 0.16, 0.09], [0.11, -0.04, -0.25], [-0.13, 0.19, -0.11], [-0.20, -0.23, 0.04], [0.14, -0.16, 0.06], [0.01, 0.10, 0.17], [0.19, 0.26, -0.05], [0.05, -0.08, -0.02], [-0.27, 0.04, 0.04], [0.25, -0.09, 0.16], [-0.15, 0.10, -0.01], [-0.03, 0.29, 0.10], [0.19, 0.07, -0.04], [-0.07, 0.02, -0.20], [0.01, -0.27, -0.10], [0.07, 0.01, -0.07], [-0.26, 0.08, -0.12], [0.20, -0.14, -0.09], [-0.14, -0.02, 0.01], [-0.17, -0.21, 0.14], [0.10, -0.07, 0.15], [-0.05, 0.17, 0.11], [0.17, 0.22, -0.14]]
}


Entry 2:
{
  "formula": "C28H55CaN4P2SSi2",
  "method": "wB97M-V/def2-TZVPD",
  "spin_multiplicity": 1,
  "charge": -1,
  "homo_ev": -3.87,
  "orbital_gap_ev": 6.1,
  "de_lowest_kcal_mol": 23.7,
  "max_force_ev_per_a": 1.10,
  "symbols": ["Ca", "C", "P", "C", "C", "C", "P", "C", "C", "H", "H", "H", "H", "H", "H", "H", "H", "H", "H", "H", "H", "H", "H", "H", "H", "C", "C", "C", "N", "H", "H", "H", "H", "H", "C", "S", "C", "H", "H", "H", "H", "H", "H", "C", "C", "C", "C", "C", "C", "H", "H", "H", "H", "H", "H", "H", "H", "H", "N", "C", "C", "C", "N", "C", "N", "C", "Si", "C", "C", "C", "Si", "C", "C", "C", "H", "H", "H", "H", "H", "H", "H", "H", "H", "H", "H", "H", "H", "H", "H", "H", "H", "H", "H"],
  "coordinates": [[-0.210, 0.780, 0.562], [-2.550, -2.235, -1.761], [-2.311, -0.498, -1.267], [-3.761, -0.297, -0.146], [-2.968, 0.388, -2.751], [-3.169, 1.881, -2.475], [-1.733, 2.608, -1.576], [-2.287, 4.332, -1.331], [-0.573, 2.845, -2.977], [-3.564, -2.405, -2.133], [-2.358, -2.875, -0.900], [-1.808, -2.494, -2.515], [-4.701, -0.565, -0.638], [-3.824, 0.726, 0.227], [-3.608, -0.934, 0.727], [-3.908, -0.082, -3.057], [-2.251, 0.246, -3.565], [-4.048, 2.019, -1.840], [-3.340, 2.443, -3.399], [-2.716, 4.749, -2.246], [-1.435, 4.941, -1.028], [-3.022, 4.389, -0.528], [-1.068, 3.343, -3.815], [-0.176, 1.886, -3.312], [0.263, 3.458, -2.638], [4.540, 1.689, -3.107], [3.395, 2.646, -2.779], [2.557, 2.140, -1.695], [1.884, 1.724, -0.868], [5.122, 2.092, -3.935], [4.156, 0.710, -3.390], [5.199, 1.560, -2.249], [2.742, 2.781, -3.645], [3.761, 3.632, -2.487], [2.229, -0.449, 3.350], [2.719, 0.070, 1.692], [3.354, 1.711, 2.091], [1.580, 0.299, 3.803], [3.100, -0.635, 3.979], [1.663, -1.370, 3.244], [4.324, 1.646, 2.583], [2.651, 2.248, 2.728], [3.458, 2.259, 1.159], [-3.315, -2.113, 4.170], [-2.597, -0.840, 4.643], [-3.623, 0.148, 5.212], [-1.585, -1.211, 5.736], [-1.885, -0.233, 3.506], [-1.271, 0.216, 2.551], [-3.733, -2.655, 5.023], [-2.621, -2.767, 3.642], [-4.130, -1.860, 3.489], [-4.142, -0.293, 6.068], [-4.361, 0.410, 4.454], [-3.132, 1.065, 5.537], [-2.088, -1.712, 6.567], [-1.089, -0.317, 6.116], [-0.822, -1.880, 5.335], [0.044, 3.103, 1.066], [0.115, 4.218, 1.375], [0.212, 5.571, 1.686], [1.470, 6.111, 2.032], [2.504, 6.540, 2.317], [-0.942, 6.381, 1.622], [-1.884, 7.046, 1.553], [1.610, -0.386, -3.784], [1.923, -1.869, -2.629], [3.803, -1.861, -2.333], [1.638, -3.370, -3.748], [0.853, -1.842, -1.186], [0.762, -3.273, -0.085], [0.154, -4.833, -0.983], [-0.466, -3.022, 1.335], [2.362, -3.839, 0.774], [2.311, -0.347, -4.623], [1.673, 0.558, -3.237], [0.598, -0.455, -4.193], [4.379, -1.716, -3.254], [4.110, -2.813, -1.893], [4.084, -1.084, -1.616], [2.158, -3.233, -4.700], [0.576, -3.512, -3.955], [2.009, -4.293, -3.299], [1.043, -0.899, -0.649], [-0.626, -4.600, -1.709], [-0.254, -5.544, -0.259], [0.959, -5.337, -1.520], [-1.420, -2.615, 0.990], [-0.112, -2.322, 2.092], [-0.670, -3.973, 1.837], [3.060, -4.260, 0.045], [2.175, -4.598, 1.539], [2.873, -2.995, 1.246]],
  "forces_ev_per_angstrom": [[0.61, 0.03, -0.92], [0.05, 0.00, -0.14], [-0.27, -0.04, 0.41], [-0.05, -0.01, -0.04], [0.10, -0.04, -0.06], [-0.05, 0.00, 0.03], [0.12, 0.04, 0.05], [-0.04, 0.01, -0.02], [-0.04, 0.01, -0.05], [0.01, -0.02, 0.00], [-0.03, 0.01, -0.02], [0.01, 0.01, -0.02], [0.00, 0.01, 0.01], [0.01, 0.00, -0.01], [0.00, 0.00, 0.01], [0.02, 0.03, -0.04], [0.01, -0.02, 0.00], [0.01, 0.03, 0.01], [-0.05, -0.04, 0.01], [0.00, 0.02, 0.01], [0.01, 0.01, 0.00], [-0.02, -0.01, 0.00], [0.02, 0.01, 0.00], [0.00, -0.03, 0.00], [0.00, 0.02, 0.01], [0.03, -0.03, -0.03], [-0.01, 0.01, 0.01], [0.11, 0.10, -0.05], [-0.28, -0.10, 0.05], [0.01, 0.00, 0.00], [0.01, 0.05, 0.02], [0.01, 0.00, 0.01], [0.00, 0.00, 0.01], [0.01, -0.01, 0.00], [0.11, -0.03, 0.05], [-0.32, 0.06, 0.12], [-0.01, 0.05, 0.04], [-0.03, -0.02, -0.03], [0.01, 0.03, -0.02], [-0.04, -0.07, -0.01], [-0.01, -0.02, 0.02], [-0.02, 0.00, -0.01], [0.03, 0.01, -0.01], [0.01, 0.01, 0.00], [0.01, 0.01, 0.00], [0.00, -0.03, 0.03], [0.01, 0.01, -0.01], [-0.11, -0.08, 0.16], [-0.20, -0.08, 0.29], [-0.04, 0.01, 0.01], [0.01, -0.02, 0.01], [0.01, 0.00, -0.03], [-0.01, -0.01, 0.00], [-0.01, 0.01, -0.01], [0.01, 0.01, 0.00], [-0.01, 0.00, 0.02], [0.02, 0.01, -0.01], [0.00, -0.02, 0.00], [0.09, 0.23, 0.29], [0.04, -0.08, -0.18], [-0.03, -0.03, 0.02], [0.02, 0.03, 0.05], [0.04, 0.00, -0.03], [0.00, 0.08, 0.00], [-0.04, -0.01, -0.01], [-0.03, 0.05, 0.03], [-0.18, -0.03, -0.10], [0.02, 0.04, 0.00], [0.05, -0.01, 0.02], [0.16, 0.06, 0.07], [-0.14, 0.03, -0.06], [0.03, 0.01, -0.01], [0.00, -0.01, -0.03], [0.00, 0.03, 0.01], [0.02, -0.02, -0.04], [-0.05, -0.10, -0.08], [-0.03, -0.01, -0.02], [0.03, -0.01, 0.00], [0.00, -0.04, 0.01], [0.01, 0.04, 0.00], [0.01, -0.01, -0.03], [-0.04, 0.01, -0.02], [0.02, -0.03, 0.02], [0.24, -0.11, 0.04], [-0.05, 0.00, -0.01], [0.01, -0.03, 0.01], [0.04, -0.01, -0.02], [-0.02, -0.02, 0.03], [0.05, 0.08, 0.09], [0.01, -0.02, 0.02], [0.02, -0.02, -0.04], [0.00, -0.03, 0.02], [-0.01, 0.04, 0.05]]
}


Entry 3:
{
  "formula": "C28H55GaN6OSi",
  "method": "wB97M-V/def2-TZVPD",
  "spin_multiplicity": 1,
  "homo_ev": [-5.07, -5.06],
  "orbital_gap_ev": [5.3, 5.3],
  "de_lowest_kcal_mol": 532.8,
  "max_force_ev_per_a": 7.65,
  "symbols": ["Ga", "C", "N", "C", "C", "N", "C", "C", "C", "C", "C", "C", "N", "C", "N", "C", "C", "N", "C", "C", "N", "C", "C", "H", "H", "H", "H", "H", "H", "H", "H", "H", "H", "H", "H", "H", "H", "H", "H", "H", "H", "H", "H", "H", "H", "H", "H", "H", "H", "H", "H", "C", "C", "C", "C", "Si", "C", "C", "C", "C", "C", "C", "C", "C", "H", "H", "H", "H", "H", "H", "H", "H", "H", "H", "H", "H", "H", "H", "H", "H", "H", "H", "H", "H", "H", "H", "H", "H", "H", "H", "H", "O"],
  "coordinates": [[0.299, 1.078, -1.176], [-2.247, 1.324, 3.087], [-1.848, 2.579, 2.210], [-2.561, 3.804, 2.528], [-1.170, 2.546, 0.906], [0.052, 2.117, 0.555], [1.254, 1.682, 1.353], [1.526, 2.252, 2.596], [2.608, 1.851, 3.349], [3.438, 0.848, 2.863], [3.215, 0.312, 1.612], [2.170, 0.762, 0.782], [1.972, 0.265, -0.508], [2.998, -0.179, -1.308], [2.789, -0.898, -2.506], [1.532, -1.453, -2.829], [3.427, -0.307, -3.679], [4.336, -0.033, -0.986], [5.257, -1.135, -1.086], [4.912, 1.281, -0.811], [-1.914, 3.141, -0.157], [-1.158, 3.478, -1.359], [-3.267, 2.663, -0.526], [-2.085, 1.603, 4.164], [-1.591, 0.282, 2.731], [-3.480, 0.931, 3.043], [-2.542, 3.960, 3.607], [-3.609, 3.774, 2.206], [-2.080, 4.663, 2.059], [0.863, 3.015, 2.983], [2.786, 2.295, 4.319], [4.269, 0.491, 3.459], [3.866, -0.467, 1.247], [1.036, -1.977, -2.029], [1.625, -2.107, -3.709], [0.577, -0.494, -3.157], [4.467, -0.051, -3.476], [2.895, 0.594, -3.986], [3.416, -1.022, -4.502], [4.732, -2.080, -0.955], [6.013, -1.061, -0.297], [5.780, -1.159, -2.052], [4.138, 2.047, -0.808], [5.610, 1.513, -1.627], [5.462, 1.342, 0.134], [-0.246, 4.013, -1.099], [-1.763, 4.138, -1.981], [-0.898, 2.610, -1.970], [-3.936, 2.653, 0.329], [-3.184, 1.595, -0.888], [-3.710, 3.332, -1.266], [-0.577, -3.994, 0.225], [0.208, -2.687, 0.086], [1.319, -2.927, -0.999], [0.981, -2.414, 1.369], [-1.100, -1.051, -0.252], [-1.880, -0.477, 1.519], [-3.067, 0.560, 1.201], [-0.499, 0.352, 2.495], [-2.445, -1.604, 2.376], [-2.449, -1.322, -1.709], [-1.804, -2.038, -2.897], [-3.632, -2.161, -1.211], [-2.981, 0.030, -2.322], [0.094, -4.818, 0.501], [-1.068, -4.278, -0.709], [-1.349, -3.926, 0.996], [2.019, -3.707, -0.652], [1.922, -1.907, -1.113], [0.912, -3.288, -1.936], [1.714, -3.212, 1.544], [0.329, -2.390, 2.243], [1.523, -1.478, 1.325], [-2.729, 1.300, 0.573], [-3.570, 1.195, 2.299], [-3.899, 0.035, 0.718], [-0.129, 1.156, 1.926], [0.317, -0.317, 2.786], [-0.925, 0.898, 3.659], [-3.220, -2.149, 1.836], [-2.897, -1.212, 3.299], [-1.677, -2.318, 2.676], [-1.505, -3.059, -2.643], [-0.933, -1.509, -3.270], [-2.519, -2.113, -3.724], [-3.301, -3.121, -0.805], [-4.331, -2.375, -2.030], [-4.198, -1.648, -0.432], [-2.141, 0.629, -2.685], [-3.600, 0.742, -1.719], [-3.616, -0.224, -3.180], [0.670, 0.417, -2.755]],
  "forces_ev_per_angstrom": [[-1.12, -3.31, 1.15], [-4.63, 5.09, 3.32], [0.51, -1.61, 0.22], [-0.12, 0.13, -0.17], [-0.37, 0.40, -0.07], [0.47, 1.33, 0.62], [0.40, 1.94, -1.26], [0.14, 0.51, -0.19], [0.07, -0.04, 0.10], [-0.08, -0.02, 0.02], [0.00, 0.23, 0.10], [0.34, -0.19, 0.16], [0.90, 1.00, -0.33], [-0.61, -1.34, -1.04], [-1.56, 1.25, 1.36], [1.78, -0.91, -3.37], [0.81, -0.08, -0.19], [-0.10, 0.55, 0.10], [0.05, -0.03, -0.10], [0.18, -0.02, -0.03], [1.01, -0.51, 0.68], [-0.07, 0.70, 0.21], [-0.15, 0.02, 0.08], [0.26, 0.28, -0.21], [-4.56, 0.58, 1.08], [1.87, 1.16, 5.35], [0.01, -0.11, 0.01], [-0.01, 0.06, 0.05], [-0.02, -0.03, -0.05], [-0.11, -0.07, -0.06], [0.00, 0.03, -0.01], [-0.02, -0.04, 0.00], [-0.04, 0.00, -0.04], [-0.80, 3.23, -3.00], [0.28, 0.06, 0.05], [-0.07, -1.07, -0.55], [-0.04, -0.03, 0.09], [-0.14, -0.07, 0.09], [-0.05, -0.07, 0.08], [-0.08, 0.04, -0.07], [-0.01, 0.09, -0.01], [0.06, -0.07, 0.04], [-0.07, -0.08, 0.03], [-0.01, 0.02, 0.01], [-0.01, 0.04, 0.00], [0.04, -0.10, 0.03], [-0.08, -0.05, 0.03], [-0.19, 0.14, -0.30], [0.00, 0.19, 0.04], [-0.17, 2.60, 0.45], [0.33, 0.01, -0.09], [-0.15, 0.05, 0.06], [-0.34, 0.23, -0.78], [1.11, -0.60, 4.01], [-0.25, -0.18, 0.27], [1.44, 1.25, -0.27], [-0.37, -0.78, -1.65], [0.27, -3.19, -0.54], [4.38, -3.27, 1.45], [0.25, 0.02, 0.32], [-0.50, 0.45, 0.65], [0.10, -0.33, 0.15], [-0.13, 0.01, -0.13], [-0.13, -0.31, 0.30], [0.02, 0.02, 0.01], [0.00, 0.03, 0.00], [-0.01, -0.03, -0.01], [-0.23, -0.03, 0.32], [-0.51, -3.75, 2.32], [-0.05, -0.90, 0.41], [-0.03, -0.04, -0.07], [0.04, 0.02, 0.00], [0.02, 0.04, 0.00], [0.60, -0.14, -0.66], [-0.71, -0.26, -6.40], [0.26, -0.26, -0.04], [-1.60, -1.37, 1.03], [-0.19, -0.44, -0.70], [3.32, -1.34, -2.02], [-0.01, 0.08, -0.08], [-0.05, 0.00, -0.04], [-0.03, -0.03, -0.03], [0.06, 0.03, 0.04], [-0.01, 0.01, -0.04], [-0.06, 0.00, 0.06], [0.02, -0.01, -0.03], [0.01, 0.00, -0.01], [0.02, -0.02, 0.00], [0.03, -0.10, -0.13], [0.25, -1.97, -0.77], [0.10, -0.04, -0.07], [-1.11, 5.31, -1.39]]
}


- What is the formula in the third record?
  C28H55GaN6OSi